{"formula": "C22H34ClN6O", "method": "wB97M-V/def2-TZVPD", "gap_ev": 8.794, "total_charge": 1, "homo_energy_ev": -11.07, "e_lumo_ha": -0.084, "relative_energy_kcal_mol": 0.0, "smiles": "CCCC[C@H](c1nnnn1C[C@H]1CCCO1)[NH+]1CCN(c2cc(Cl)ccc2C)CC1", "species": ["H", "H", "H", "H", "C", "C", "C", "H", "C", "N", "C", "H", "C", "C", "H", "C", "H", "C", "C", "H", "H", "H", "H", "H", "C", "H", "N", "H", "H", "H", "H", "H", "H", "C", "C", "H", "H", "C", "O", "H", "N", "N", "C", "N", "C", "H", "C", "H", "H", "N", "H", "H", "H", "H", "C", "H", "C", "C", "C", "C", "Cl", "H", "H", "H"], "positions_angstrom": [[-2.3240, -2.0839, 1.9228], [-4.4734, 4.3652, 2.4179], [2.2407, -1.6328, 1.7586], [-4.8401, 0.6288, 0.3826], [3.3666, 0.4961, 2.9803], [-2.8283, 3.1447, 1.6692], [-2.7872, -4.8961, 1.9796], [-4.7760, 2.6206, 2.4449], [5.6868, 0.3488, -0.6193], [-2.9909, -0.5423, -3.1352], [-2.0598, -0.6890, 0.2899], [-0.1673, -2.1781, 1.5936], [6.3071, 0.5743, 0.5982], [0.1956, -1.2116, 1.2482], [-0.1654, 1.2662, 0.3878], [-2.3355, -3.2440, 0.0883], [-5.8687, 3.1908, 0.3681], [4.1635, 0.4123, 1.7133], [-4.8215, 3.4698, 0.4477], [-2.5587, -3.0733, -0.9666], [0.0622, -0.4684, 2.0366], [2.3501, 0.8190, 2.7710], [3.3320, -0.4691, 3.4861], [3.8649, -0.0452, -1.6426], [-4.6011, 1.1302, -0.5582], [-2.9784, -5.2716, -0.1199], [-3.9155, 0.1835, -2.6827], [-0.5885, 0.8548, -1.2864], [1.8026, -2.0940, 0.1026], [-5.5111, 1.3017, -1.1349], [1.8341, 1.3351, -1.0922], [-0.4559, -1.4461, -0.6973], [-2.3415, 2.6613, 2.5176], [-2.6507, -1.9769, 0.8887], [5.5382, 0.6047, 1.7463], [-4.6945, 4.4658, 0.0268], [-3.3288, -5.8042, 2.2274], [-0.0339, 0.5300, -0.4070], [-2.7771, 2.2430, 0.5665], [6.0163, 0.7958, 2.6950], [-2.1883, -0.9545, -2.1640], [2.1473, -0.0283, 0.4396], [-2.6636, -0.4402, -1.0477], [-0.5816, -0.7673, 0.0698], [-3.9025, 2.4744, -0.2804], [7.3720, 0.7324, 0.6446], [1.6750, -1.3206, 0.8817], [-3.5485, 2.8808, -1.2372], [-3.0447, -4.1441, 2.7216], [-3.7627, 0.2842, -1.3584], [1.5385, -0.3515, -1.5820], [-4.2164, -4.2029, 0.5280], [-2.2570, 0.1652, 0.9461], [-1.2762, -3.5007, 0.1672], [3.5561, 0.1645, 0.4782], [-1.7228, -5.1103, 2.0517], [4.3194, 0.1390, -0.6828], [-3.1533, -4.4454, 0.5703], [-4.3083, 3.4327, 1.8873], [1.4440, 0.3742, -0.7554], [6.6141, 0.3180, -2.0755], [-3.7358, -1.8483, 0.9134], [-2.2842, 4.0622, 1.4154], [3.8287, 1.2046, 3.6623]]}